1.
Molecular formula: C21H41BCl6N2O5PS2
Method: DFT, the ωB97M-V functional and the def2-TZVPD basis

- Gap between HOMO and LUMO: 8.6 eV
- LUMO level: -0.1084 hartree
- Net charge: +1
- Max |F|: 8.3 eV/A

Cartesian coordinates (Å):
C -3.14264 0.38258 -2.24104
C -3.30242 -1.21730 -1.79683
O -4.45835 -1.79863 -2.12207
O -2.14583 -1.84254 -1.14412
C -2.52629 -2.88065 -0.17728
C -2.75524 -2.31391 1.36788
C -1.71196 -3.15262 2.36958
C -0.12816 -2.68532 2.10735
C 0.52496 -1.88992 3.38319
P 1.13046 -0.11717 3.01150
C 3.03009 -0.01832 2.81085
C 3.61036 -0.88730 1.54259
C 3.29149 -0.17976 0.06582
S 2.35443 -1.42248 -1.01087
C 0.17760 0.63151 1.48623
C 0.50237 2.21932 1.23997
S -0.58673 3.40456 2.21414
C -2.35843 3.05779 1.69494
N -3.22723 3.93099 0.78195
N -4.47489 3.33110 0.60362
C -4.45263 2.04149 1.39423
O -3.15979 1.88646 2.08391
C 0.66788 1.06007 4.49065
B 1.07504 0.45080 5.96167
O 1.99679 1.24969 6.80712
O 0.54631 -0.81376 6.51317
H -2.08758 0.79551 -1.94121
H -3.98970 1.01058 -1.73335
H -3.25908 0.37538 -3.42817
H -3.43033 -3.55354 -0.49110
H -1.58936 -3.61638 -0.09822
H -3.87512 -2.51955 1.71405
H -2.56908 -1.15339 1.45178
H -1.86938 -4.31229 2.14615
H -2.07318 -2.94977 3.46421
H 0.47121 -3.71120 2.00575
H -0.01891 -2.14758 1.07344
H 1.44732 -2.51834 3.79292
H -0.27918 -1.90449 4.26096
H 3.32919 1.12116 2.80038
H 3.49226 -0.46433 3.81699
H 4.79732 -0.88505 1.62803
H 3.26694 -2.00732 1.53738
H 2.76102 0.85781 0.17087
H 4.33064 -0.00732 -0.49121
H 1.40661 -0.60774 -1.70969
H 0.32741 -0.02801 0.50525
H -0.96996 0.49936 1.76646
H 0.41961 2.41604 0.06764
H 1.63773 2.40735 1.53481
H -5.25458 1.18972 1.53564
H -0.46374 1.41748 4.41047
H 1.31162 2.04353 4.29270
H 1.47430 1.52293 7.63816
H -0.45792 -0.66153 6.59361
Cl -5.89400 1.67105 -2.19375
C -6.34893 3.36151 -2.52382
C -6.60736 3.60856 -4.00199
Cl -5.11566 3.50847 -4.97068
H -5.55417 4.00833 -2.13991
H -7.25802 3.56210 -1.94957
H -7.01070 4.61506 -4.14583
H -7.32612 2.89177 -4.41084
Cl 1.99243 2.65029 -2.58412
C 3.08431 2.51458 -3.98518
C 3.61435 1.10057 -4.16538
Cl 4.74023 0.63447 -2.86588
H 3.89662 3.23592 -3.85392
H 2.50654 2.80935 -4.86593
H 4.16917 1.02839 -5.10526
H 2.80332 0.36632 -4.19115
Cl 7.10354 -1.75981 -4.33640
C 6.45210 -3.40349 -4.11840
C 4.96371 -3.47632 -4.42206
Cl 3.98773 -2.60761 -3.21113
H 6.67078 -3.72257 -3.09478
H 7.00280 -4.05514 -4.80287
H 4.63169 -4.51841 -4.40706
H 4.73238 -3.05909 -5.40693

2.
Molecular formula: C16H19BCl3CoN8
Method: DFT, the ωB97M-V functional and the def2-TZVPD basis

- Gap between HOMO and LUMO (alpha / beta): 7.1 / 7.1 eV
- LUMO level (alpha / beta): -0.3090 / -0.3090 hartree
- Net charge: +2
- Max |F|: 0.6 eV/A

Cartesian coordinates (Å):
Co -0.01346 0.60796 0.16370
C -3.82388 -0.62905 0.82151
C -2.61003 -0.77253 0.17463
N -1.76695 0.19361 0.58392
N -2.42904 0.95211 1.48842
C -3.66412 0.47122 1.64575
B -1.69266 2.14402 2.12127
N -1.21235 3.00054 0.93624
C -1.35212 4.29218 0.63072
C -0.68268 4.54206 -0.55874
C -0.12506 3.32843 -0.92169
N -0.48513 2.39873 -0.02096
N -0.41114 1.54635 2.74459
C 0.12353 1.61264 3.96631
C 1.31661 0.90421 3.97063
C 1.46030 0.42835 2.67754
N 0.39461 0.80923 1.95891
H -4.70182 -1.23985 0.70672
H -2.31364 -1.49957 -0.55737
H -4.35341 0.94126 2.32843
H -2.34297 2.75986 2.90285
H -1.92203 4.95018 1.26625
H -0.61132 5.47645 -1.08695
H 0.46861 3.07170 -1.78414
H -0.37663 2.14799 4.75665
H 1.98566 0.75225 4.79908
H 2.23957 -0.17792 2.24443
C 0.96068 -3.04808 -3.52734
C 0.36208 -3.36194 -2.14504
C -1.04070 -3.97638 -2.27433
C 1.29484 -4.27263 -1.32951
C 0.23370 -2.08654 -1.41910
N 0.13470 -1.08837 -0.85968
H 1.06248 -3.98697 -4.07024
H 1.94732 -2.59347 -3.43981
H 0.31214 -2.38770 -4.10259
H -0.94988 -4.91239 -2.82397
H -1.71504 -3.32271 -2.82844
H -1.47065 -4.19854 -1.29713
H 1.40215 -5.21109 -1.87210
H 0.88049 -4.49090 -0.34558
H 2.28367 -3.83006 -1.21159
Cl 4.30905 3.49611 -0.80896
C 4.27119 1.74288 -0.81534
Cl 5.25579 1.06355 0.47014
Cl 4.70550 1.08689 -2.38476
C 2.86967 1.33709 -0.54292
N 1.79236 1.02883 -0.33041

3.
Molecular formula: C16H9F9N3OSSb2Se8W
Method: DFT, the ωB97M-V functional and the def2-TZVPD basis

- Gap between HOMO and LUMO: 5.4 eV
- LUMO level: 0.0207 hartree
- Net charge: -1
- Energy relative to the best compared isomer or geometry (same formula, charge and spin): 55.4 kcal/mol
- Max |F|: 3.0 eV/A

Cartesian coordinates (Å):
W 1.53551 1.45085 1.50081
N -3.07643 0.13610 -1.45087
C -3.81426 -0.25708 -0.30819
C -4.28280 -1.55540 -0.17204
C -4.96461 -1.92456 0.97840
C -5.11460 -1.02376 2.02349
C -4.59289 0.25642 1.90907
C -3.98588 0.65749 0.72759
S -3.33928 2.27375 0.50648
N -1.94289 1.92493 -0.39888
C -1.99355 0.99654 -1.26275
C -0.82526 0.82519 -2.18408
C -1.02513 0.86946 -3.55693
C 0.09532 0.90406 -4.37669
C 1.34832 0.86949 -3.78654
C 1.42978 0.79078 -2.40148
N 0.36879 0.76850 -1.60554
H -2.89964 -0.61806 -2.09667
H -4.10711 -2.27662 -0.96217
H -5.34530 -2.93334 1.07105
H -5.62014 -1.32106 2.93212
H -4.62622 0.94738 2.74252
H -2.02640 0.93967 -3.96184
H -0.01300 0.98343 -5.45039
H 2.25501 0.92148 -4.37293
H 2.39433 0.76947 -1.90880
Se 1.00897 4.61441 3.85165
Sb -0.06354 2.47557 3.46286
Se 0.90429 -0.26831 3.37761
Se -0.55662 0.04817 1.60208
Se -1.88652 2.20738 4.90213
Se 0.99504 3.34505 0.13548
Sb 3.32839 4.50023 0.84951
Se 3.53873 1.80822 2.96900
Se 4.02031 1.76066 0.71499
Se 4.18872 5.24613 -1.22638
F 1.78019 -3.99306 0.04588
C 1.37567 -2.74176 0.35413
F 0.53240 -2.34680 -0.60747
F 0.67196 -2.82767 1.48383
C 2.59693 -1.74438 0.46127
O 2.19829 -0.48214 0.61364
C 3.56098 -2.23347 1.65972
F 2.99354 -3.16652 2.43744
F 3.87881 -1.19892 2.43142
F 4.72478 -2.75578 1.23184
C 3.40955 -1.88845 -0.89527
F 3.96861 -3.08944 -1.10178
F 4.38589 -0.97293 -0.93541
F 2.61298 -1.67130 -1.95292

4.
Molecular formula: C6H8OS
Method: DFT, the ωB97M-V functional and the def2-TZVPD basis

- Gap between HOMO and LUMO: 9.7 eV
- LUMO level: 0.0294 hartree
- Energy relative to the best compared isomer or geometry (same formula, charge and spin): 107.9 kcal/mol
- Max |F|: 4.5 eV/A

Cartesian coordinates (Å):
C 2.19905 -0.62997 -0.55236
C 1.55935 0.50604 -0.05192
C 0.42413 0.36103 1.13636
C -0.65953 1.18203 0.78060
C -1.72881 0.91018 0.04116
O -2.07386 -0.27290 -0.70321
C -1.20999 -1.32465 -0.51105
S -0.44992 -1.34626 1.19144
H 2.82286 -0.65473 -1.69677
H 1.69163 -1.46559 -0.00109
H 1.70728 1.47301 -0.63402
H 0.80236 0.87095 2.10318
H -0.71021 2.23101 0.76594
H -2.43393 1.68758 -0.27064
H -0.26406 -1.10348 -1.16043
H -1.67635 -2.42423 -0.43720

5.
Molecular formula: C16H23NO4
Method: DFT, the ωB97M-V functional and the def2-TZVPD basis

- Gap between HOMO and LUMO: 9.9 eV
- LUMO level: 0.0196 hartree
- Energy relative to the best compared isomer or geometry (same formula, charge and spin): 9.1 kcal/mol
- Max |F|: 0.8 eV/A

Cartesian coordinates (Å):
O -2.39968 -0.07046 0.76157
C -1.26051 0.13935 0.39902
N -0.25181 0.42802 1.24670
C -0.38000 0.34043 2.68256
C 0.48568 -0.79996 3.24115
C 1.93358 -0.59128 2.88900
C 2.48072 -1.17933 1.83189
C 3.89395 -0.96896 1.38268
C 4.51136 0.26400 2.03602
C 4.20632 0.25443 3.52919
C 2.70090 0.37388 3.74995
C -0.83470 0.15741 -1.06224
C -1.93915 -0.33860 -2.00977
C -1.63357 -1.61229 -2.75430
O -2.15368 -1.93304 -3.78915
O -0.73446 -2.39274 -2.13852
C -2.07725 0.86571 -2.97324
C -2.85668 1.97600 -2.24896
C -1.78422 2.48689 -1.26921
C -0.59571 1.57995 -1.63929
O -0.75799 1.37665 -3.02650
H 0.69260 0.48083 0.89460
H -1.43480 0.15904 2.89684
H -0.08237 1.29412 3.13042
H 0.13072 -1.74158 2.81902
H 0.35722 -0.83482 4.32395
H 1.90217 -1.88243 1.24557
H 4.48092 -1.85721 1.64015
H 3.92135 -0.87621 0.29338
H 4.09018 1.16735 1.58843
H 5.58925 0.27693 1.86599
H 4.56378 -0.68227 3.96137
H 4.72159 1.07607 4.03006
H 2.37836 1.39506 3.51969
H 2.46193 0.19236 4.80088
H 0.07438 -0.43687 -1.17777
H -2.86300 -0.51052 -1.44645
H -0.60431 -3.20795 -2.64884
H -2.43081 0.59981 -3.96628
H -3.74043 1.59425 -1.74500
H -3.15486 2.74997 -2.95416
H -2.07707 2.37705 -0.22839
H -1.53306 3.52955 -1.45815
H 0.38786 1.99585 -1.42743

6.
Molecular formula: C2H11N4
Method: DFT, the ωB97M-V functional and the def2-TZVPD basis

- Gap between HOMO and LUMO (alpha / beta): 7.8 / 8.0 eV
- LUMO level (alpha / beta): -0.1676 / -0.1641 hartree
- Net charge: +1
- Energy relative to the best compared isomer or geometry (same formula, charge and spin): 165.5 kcal/mol
- Max |F|: 5.1 eV/A

Cartesian coordinates (Å):
C 1.10610 0.18906 -1.62026
C 0.13682 -0.78977 1.09552
N 0.95728 0.69702 2.05154
N -2.28064 -0.47645 -1.35101
N -0.42053 -0.35726 -0.01709
N -1.66210 -0.01845 -0.19205
H 2.02629 0.24733 -1.00976
H 0.93544 -0.71509 -2.23052
H 0.77934 1.07559 -2.05511
H -0.49521 -1.20519 1.82007
H 1.08158 -1.17591 0.84747
H 1.56422 1.23912 1.36733
H 1.73660 0.19679 2.57203
H -2.11221 0.00909 -2.18918
H -2.02679 -1.41257 -1.54063
H 0.44548 1.40695 2.64522
H -1.77168 1.08972 -0.19357

7.
Molecular formula: C28H77AlF3O10S10
Method: DFT, the ωB97M-V functional and the def2-TZVPD basis

- Gap between HOMO and LUMO: 5.1 eV
- LUMO level: 0.0656 hartree
- Net charge: -1
- Energy relative to the best compared isomer or geometry (same formula, charge and spin): 58.4 kcal/mol
- Max |F|: 4.7 eV/A

Cartesian coordinates (Å):
C 2.15845 3.34796 0.56880
C 2.53193 1.84740 0.02623
C 1.25365 0.85160 -0.21421
C -0.13288 1.29668 0.53665
C -0.04776 0.86946 2.14684
Al -1.64191 0.15543 -0.35779
C -3.52998 0.78363 0.14147
C -3.59024 2.06722 1.16131
C -3.71420 3.53000 0.43116
F -4.34084 3.49384 -0.92352
F -4.53810 4.51850 1.22286
F -2.36915 4.19361 0.25104
H 1.46446 3.36185 1.52654
H 1.68503 4.00988 -0.30461
H 3.17703 3.87296 0.85883
H 3.35734 1.35242 0.69951
H 3.04119 1.99858 -1.04291
H 1.57876 -0.21535 0.21100
H 1.07229 0.73184 -1.37059
H -0.45948 2.40771 0.37010
H 0.44424 -0.19852 2.30432
H 0.55959 1.72394 2.69868
H -1.10088 0.81900 2.66415
H -1.45252 0.40898 -1.93889
H -1.36139 -1.38140 -0.10395
H -4.06396 -0.13145 0.68775
H -4.15271 0.94074 -0.86296
H -2.70402 2.12088 1.93552
H -4.57512 1.92225 1.81979
C 0.57978 6.63899 1.96791
S 1.80907 7.41611 0.89194
O 3.02376 6.53593 0.88594
C 2.15509 8.81316 1.98790
H 0.24314 5.71188 1.49812
H 1.02423 6.41180 2.93988
H -0.27264 7.31086 2.09265
H 2.50099 8.44980 2.95862
H 1.25012 9.41230 2.11219
H 2.93523 9.42754 1.53234
C 6.51265 -1.19784 -0.11976
S 5.94808 -0.54197 1.46891
O 4.59778 0.07313 1.24854
C 7.15280 0.80515 1.54973
H 5.87151 -2.03802 -0.39656
H 6.44707 -0.42379 -0.88815
H 7.54374 -1.54632 -0.02490
H 7.04705 1.45385 0.67682
H 8.16247 0.38990 1.58862
H 6.96562 1.38505 2.45654
C 2.56755 -2.87623 -3.36542
S 2.49599 -1.10675 -3.73496
O 1.40207 -0.51489 -2.89636
C 1.85169 -1.29610 -5.41474
H 2.91295 -3.00280 -2.33671
H 1.57495 -3.32054 -3.47137
H 3.27115 -3.36269 -4.04504
H 0.90384 -1.83928 -5.39234
H 2.57900 -1.83546 -6.02588
H 1.68960 -0.30245 -5.83902
C 8.27338 -4.30797 4.49491
S 6.94251 -4.68039 3.32749
O 6.78968 -3.49263 2.42411
C 5.60630 -4.61319 4.54512
H 9.21570 -4.26047 3.94415
H 8.08779 -3.34597 4.97864
H 8.33299 -5.10008 5.24497
H 5.58768 -3.63201 5.02564
H 5.75502 -5.39488 5.29360
H 4.65773 -4.78213 4.03006
C -1.63463 -3.42998 -7.93743
S -0.50019 -4.59848 -7.14975
O 0.54044 -3.79748 -6.42470
C 0.24528 -5.19460 -8.68648
H -2.18933 -2.90415 -7.15680
H -1.07212 -2.70618 -8.53205
H -2.33568 -3.97489 -8.57397
H 0.69016 -4.36027 -9.23415
H -0.51848 -5.68035 -9.29811
H 1.02333 -5.91987 -8.43700
C -3.80387 6.66610 -0.80849
S -4.35936 6.79272 -2.52552
O -3.18599 7.23771 -3.34735
C -5.42164 8.23433 -2.26878
H -3.08995 5.84249 -0.73396
H -3.31736 7.59574 -0.50362
H -4.66047 6.46112 -0.16211
H -4.83377 9.06582 -1.87255
H -6.22405 7.97714 -1.57353
H -5.85476 8.52258 -3.22948
C -4.85280 -5.76597 -5.48438
S -5.40828 -5.63935 -7.20141
O -4.23492 -5.19436 -8.02324
C -6.47057 -4.19774 -6.94467
H -4.13888 -6.58958 -5.40986
H -4.36628 -4.83633 -5.17952
H -5.70940 -5.97095 -4.83800
H -5.88270 -3.36625 -6.54845
H -7.27298 -4.45493 -6.24942
H -6.90368 -3.90950 -7.90538
C 1.66752 -5.75417 1.26916
S 2.80195 -6.92267 2.05684
O 3.84259 -6.12167 2.78189
C 3.54742 -7.51879 0.52012
H 1.11281 -5.22835 2.04979
H 2.23003 -5.03037 0.67454
H 0.96646 -6.29908 0.63262
H 3.99231 -6.68446 -0.02756
H 2.78366 -8.00454 -0.09151
H 4.32548 -8.24406 0.76959
C -6.67668 4.19436 4.34942
S -5.00648 3.62923 4.75419
O -5.12251 2.24040 5.30910
C -4.76543 4.75434 6.15012
H -7.05304 3.59740 3.51541
H -7.33415 4.06566 5.21258
H -6.64469 5.24605 4.05530
H -5.54256 4.59049 6.90058
H -4.79748 5.78727 5.79601
H -3.78678 4.55451 6.59278
C -2.83198 -2.48204 5.57043
S -1.52780 -1.50644 4.78298
O -0.97649 -2.32133 3.65063
C -0.35693 -1.62244 6.15709
H -3.66567 -2.57687 4.87076
H -2.45496 -3.47640 5.82138
H -3.17468 -1.97150 6.47348
H -0.13481 -2.67066 6.37124
H -0.78228 -1.14086 7.04058
H 0.56412 -1.10782 5.87345

8.
Molecular formula: C26H38Ge2N3OS5SeZn
Method: DFT, the ωB97M-V functional and the def2-TZVPD basis

- Gap between HOMO and LUMO: 7.0 eV
- LUMO level: 0.0859 hartree
- Net charge: -1
- Energy relative to the best compared isomer or geometry (same formula, charge and spin): 0.0 kcal/mol
- Max |F|: 0.2 eV/A

Cartesian coordinates (Å):
Zn 1.68430 0.17898 -0.69268
C -4.44960 -1.27511 -1.78866
C -3.30414 -2.24780 -1.51919
Ge -2.33288 -1.82468 0.13471
C -0.70731 -2.91571 0.29353
C 0.10567 -2.60508 1.54574
C -3.44115 -1.96707 1.76966
C -3.45522 -0.73513 2.32122
Ge -2.40753 0.41637 1.06470
C -0.81918 1.22328 1.89416
C -0.99800 1.50274 3.38661
C -3.52447 1.82737 0.23781
C -3.26230 3.23076 0.78518
C -4.13111 -0.38741 3.58943
C -4.71009 0.87062 3.75972
C -5.35346 1.20768 4.94049
C -5.41528 0.29692 5.98654
C -4.82931 -0.95285 5.83823
C -4.19486 -1.29058 4.65234
H -5.01715 -1.55081 -2.68104
H -4.07556 -0.26048 -1.93943
H -5.14802 -1.24030 -0.94844
H -2.57969 -2.23117 -2.33536
H -3.67809 -3.27312 -1.43915
H -0.10046 -2.76511 -0.60270
H -1.01668 -3.96572 0.28491
H 0.48223 -1.58063 1.52357
H 0.97433 -3.26251 1.63614
H -0.49794 -2.70713 2.45204
H -3.97312 -2.80467 2.22599
H -0.57022 2.13831 1.35233
H 0.04049 0.56852 1.74996
H -1.81590 2.20183 3.57829
H -0.08768 1.93061 3.81539
H -1.22804 0.58736 3.93827
H -4.57013 1.53962 0.37753
H -3.34990 1.81660 -0.83897
H -3.41008 3.28648 1.86685
H -3.92305 3.96655 0.32072
H -2.23780 3.54890 0.58458
H -4.65864 1.58761 2.94880
H -5.80225 2.18768 5.04738
H -5.90729 0.56303 6.91363
H -4.85899 -1.66473 6.65430
H -3.72062 -2.25862 4.54549
S -2.92683 4.60746 -3.70735
C -1.82314 3.57194 -3.04392
S -1.87544 1.86305 -3.23552
C -0.48062 1.45618 -2.26589
C 0.19159 2.50494 -1.73821
S 1.63732 2.44310 -0.75635
S -0.49108 4.07784 -2.08014
S -0.08476 -0.23537 -2.07760
C 2.00772 -1.05895 4.02902
N 3.33318 -0.65203 3.61006
C 4.42078 -1.46950 4.11966
C 5.74881 -0.77201 3.91929
C 5.87682 -0.37349 2.46450
N 4.72783 0.42080 2.06369
C 4.88357 1.17646 0.83763
C 3.45454 0.14183 2.49820
O 2.46494 0.63038 1.95077
H 1.94941 -1.02573 5.11955
H 1.78146 -2.07636 3.69648
H 1.26926 -0.38005 3.61412
H 4.42416 -2.44419 3.61636
H 4.23514 -1.64338 5.18277
H 6.56539 -1.43863 4.20022
H 5.79917 0.11791 4.55135
H 5.96229 -1.26597 1.83123
H 6.76921 0.23618 2.30720
H 5.78514 1.78781 0.90904
H 4.02690 1.82840 0.70281
H 4.97495 0.51965 -0.03393
Se 4.44442 -3.63219 0.60827
C 3.45947 -2.23169 0.10120
N 2.81010 -1.31479 -0.19837